DFT (wB97M-V/def2-TZVPD) results for C16H44Fe2N5O7 as an isolated structure in a non-equilibrium geometry.

```
74
C16H44Fe2N5O7 | OMol25 | wB97M-V/def2-TZVPD
Fe 1.3857 -1.8716 -2.5699
Fe 2.0517 2.4113 1.6327
N 0.8324 -0.4158 0.3470
O 1.0330 -1.2480 -0.5799
O 1.7049 0.4631 0.6119
O -0.2367 -0.4170 0.9446
C 0.4683 0.5143 -5.2214
C -0.2423 0.6299 -3.8841
C -1.6669 1.1654 -4.0136
O -2.3590 0.8158 -2.8257
C -3.6651 1.3766 -2.6746
N -0.2408 -0.6800 -3.1725
H -0.0033 -0.2598 -5.8286
H 1.5222 0.2355 -5.1368
H 0.4418 1.4724 -5.7384
H 0.2259 1.3842 -3.2448
H -2.2092 0.7176 -4.8528
H -1.6404 2.2522 -4.1150
H -4.3090 1.1490 -3.5263
H -3.5418 2.4606 -2.6035
H -4.0678 0.9368 -1.7679
H -0.9087 -1.2594 -3.6996
H -0.8345 -0.5534 -2.3413
C 4.3334 0.0779 2.8736
C 2.9653 0.1106 3.5145
C 2.9789 -0.3784 4.9452
O 3.3929 -1.7260 4.8449
C 3.8778 -2.2963 6.0593
N 2.5165 1.5779 3.5262
H 5.0605 0.8388 3.1759
H 4.3289 0.0716 1.7818
H 4.8194 -0.8276 3.2448
H 2.2185 -0.4586 2.9646
H 2.0163 -0.3562 5.4713
H 3.6401 0.2518 5.5566
H 4.6569 -1.7087 6.5422
H 4.2526 -3.2742 5.7587
H 3.0765 -2.5344 6.7641
H 1.7594 1.5566 4.2198
H 3.2083 2.1160 4.0558
C -1.3435 -3.8613 -1.1504
C -0.5918 -4.4563 -2.3404
C -1.2895 -4.4882 -3.6894
O -1.3393 -3.2466 -4.3232
C -1.6522 -3.2346 -5.7165
N 0.8157 -3.8964 -2.3840
H -1.5049 -2.7860 -1.2393
H -0.9537 -4.1739 -0.1798
H -2.3472 -4.2913 -1.0839
H -0.5028 -5.5036 -2.0356
H -2.2653 -4.9714 -3.6046
H -0.6815 -5.2266 -4.2345
H -2.4076 -4.0089 -5.8689
H -0.7649 -3.3455 -6.3419
H -2.1291 -2.2792 -5.9418
H 1.3026 -4.5084 -3.0475
H 1.1553 -4.2383 -1.4795
C -2.4672 2.5404 1.3152
C -1.1828 3.3900 1.5332
C -1.4010 4.5955 2.4015
O -1.5556 4.1720 3.7152
C -1.7510 5.1985 4.6677
N -0.0480 2.5291 2.0208
H -2.9900 2.2259 2.2140
H -2.2078 1.6970 0.6717
H -3.0683 3.2191 0.7085
H -0.9111 3.5976 0.4955
H -2.2539 5.1448 1.9702
H -0.6335 5.3832 2.3256
H -1.8439 4.7238 5.6420
H -2.6560 5.7316 4.3508
H -0.9535 5.9436 4.7834
H 0.0011 2.4951 3.0414
H -0.4201 1.6089 1.7657
```

Net charge: +3
Calculated total energy in Eh: -3962.76688
Largest force on an atom in hartree/bohr: 0.0445
Orbital gap (spin up / spin down) in eV: 7.008 / 6.728
LUMO energy (spin up / spin down) in eV: -9.6 / -9.9
2S+1: 9


DFT (wB97M-V/def2-TZVPD) results for C32H36BClF2MnN5O4 as an isolated structure in a non-equilibrium geometry.

```
82
C32H36BClF2MnN5O4 | OMol25 | wB97M-V/def2-TZVPD
Mn 0.9022 -0.5134 -1.5078
C -1.2292 -4.5321 -0.4423
O 0.0657 -5.0697 -0.1723
C 0.9589 -4.3055 0.5401
C 1.7508 -4.9670 1.4436
C 2.6967 -4.2885 2.2309
C 2.7816 -2.9211 2.1143
C 2.0086 -2.2133 1.1807
C 2.0303 -0.7686 1.2364
N 1.4550 0.0137 0.3973
N 1.4599 1.3480 0.8328
C 0.4142 2.0051 0.4982
O -0.6677 1.5140 -0.0921
C 0.3610 3.4500 0.8864
C -0.7575 4.2068 0.5560
C -0.8192 5.5502 0.9078
C 0.2309 6.1442 1.5909
C 1.3525 5.3896 1.9188
C 1.4186 4.0516 1.5668
C 1.1220 -2.8931 0.2907
O 0.4893 -2.3336 -0.6583
H -1.8518 -5.3950 -0.6874
H -1.2276 -3.8176 -1.2609
H -1.6354 -4.0377 0.4455
H 1.6170 -6.0401 1.5326
H 3.3140 -4.8307 2.9362
H 3.4573 -2.3590 2.7529
H 2.5216 -0.3124 2.0979
H -1.5596 3.7348 0.0053
H -1.6922 6.1330 0.6382
H 0.1821 7.1930 1.8613
H 2.1805 5.8488 2.4464
H 2.2842 3.4491 1.8053
F -1.7021 2.3866 -2.0089
B -0.7971 1.3955 -1.5864
F 0.4903 1.6180 -2.1535
C 2.5720 -0.8230 -2.1685
H 2.9212 -0.5167 -3.1700
H 3.3751 -1.3947 -1.6628
C -1.1838 -4.6095 -6.8026
C -0.2267 -3.4216 -6.6526
C -0.7766 -2.2502 -7.4778
C 1.1270 -3.8021 -7.2660
C -0.0429 -3.0162 -5.1488
O 1.0247 -2.0749 -5.1586
C 0.3190 -4.2641 -4.3032
C 1.1672 -3.9764 -3.0704
C 1.7932 -5.1873 -2.4389
C 3.0117 -5.0536 -1.7730
C 3.6180 -6.1272 -1.1391
C 2.9974 -7.3623 -1.1787
Cl 3.7562 -8.7389 -0.3913
C 1.7865 -7.5350 -1.8227
C 1.1938 -6.4449 -2.4433
C -1.3253 -2.3500 -4.6029
N -1.1755 -1.9507 -3.2259
C -0.3792 -0.7068 -3.0521
N -1.1685 -0.0130 -2.0052
C -2.3154 -0.7355 -1.8430
N -2.4215 -1.8031 -2.5475
H -1.3682 -4.7969 -7.8651
H -2.1478 -4.4170 -6.3283
H -0.7705 -5.5223 -6.3712
H -0.7102 -2.4928 -8.5433
H -0.1984 -1.3453 -7.2886
H -1.8227 -2.0425 -7.2502
H 0.9801 -4.0877 -8.3127
H 1.5956 -4.6441 -6.7554
H 1.8158 -2.9604 -7.2229
H 1.1420 -1.7026 -4.2592
H 0.8521 -4.9853 -4.9302
H -0.6170 -4.7468 -4.0017
H 0.5656 -3.4492 -2.3283
H 1.9718 -3.2813 -3.3094
H 3.4698 -4.0712 -1.7302
H 4.5538 -6.0051 -0.6103
H 1.3083 -8.5059 -1.8239
H 0.2329 -6.5752 -2.9259
H -2.1674 -3.0426 -4.6630
H -1.5545 -1.4666 -5.2212
H -0.3878 -0.1089 -3.9847
H -3.0867 -0.4339 -1.1471
```

Net charge: -2
Calculated total energy in Eh: -3651.56986
Largest force on an atom in hartree/bohr: 0.0364
Energy above the lowest of the compared OMol25 structures with the same formula, charge and spin in eV: 0.000
Orbital gap (spin up / spin down) in eV: 4.695 / 4.250
LUMO energy (spin up / spin down) in eV: 4.2 / 4.2


DFT (wB97M-V/def2-TZVPD) results for one molecule with the formula C17H18N2O7S in a non-equilibrium geometry.

```
45
C17H18N2O7S | OMol25 | wB97M-V/def2-TZVPD
O -1.4306 -0.9307 1.3635
C -0.4691 -0.1928 1.2490
N 0.7020 -0.5947 0.7010
C 0.7439 -1.9732 0.2216
C 1.9329 -2.7585 0.7390
H 1.6988 -3.8126 0.8478
H 2.3519 -2.3696 1.6606
S 3.1958 -2.6486 -0.5873
O 4.2329 -1.7273 -0.1961
O 3.6045 -3.9675 -0.9760
C 2.1341 -1.8902 -1.8638
C 0.7361 -2.0799 -1.3175
H 0.0251 -1.3596 -1.7262
H 0.3817 -3.0793 -1.5747
H 2.4318 -0.8510 -1.9547
H 2.3032 -2.4176 -2.7959
H -0.1920 -2.4081 0.5939
C 1.8806 0.2522 0.6516
C 1.7982 1.3934 -0.3209
C 1.3436 1.5214 -1.6005
C 1.6015 2.8620 -1.9808
C 2.1966 3.4468 -0.9103
O 2.3174 2.5699 0.1014
H 2.5642 4.4393 -0.7432
H 1.3655 3.3155 -2.9204
H 0.8475 0.7864 -2.1991
H 2.0684 0.6867 1.6404
H 2.7467 -0.3686 0.4053
C -0.5543 1.2591 1.7240
H 0.0632 1.3932 2.6179
O -1.8603 1.5790 2.1474
C -2.9579 1.2357 1.4446
C -4.1335 1.1653 2.2053
C -5.3252 0.7538 1.6565
C -5.3909 0.3649 0.3223
C -4.2597 0.4445 -0.4539
C -3.0611 0.9222 0.0792
N -1.9918 1.1069 -0.8419
O -1.8007 0.2646 -1.6998
O -1.3391 2.1332 -0.7451
H -4.2736 0.1707 -1.4982
H -6.3176 0.0130 -0.1015
H -6.2087 0.7096 2.2746
H -4.0597 1.4249 3.2492
H -0.2091 1.9491 0.9438
```

Net charge: 0
Calculated total energy in Eh: -1692.84988
Largest force on an atom in hartree/bohr: 0.0267
Energy above the lowest of the compared OMol25 structures with the same formula, charge and spin in eV: 5.212
SMILES: O=C(COc1ccccc1[N+](=O)[O-])N(Cc1ccco1)[C@H]1CCS(=O)(=O)C1
Orbital gap in eV: 8.360
LUMO energy in eV: -0.4